C29H41F5P2Tb as an isolated structure at a distorted geometry. Source: OMol25; level of theory: ωB97M-V/def2-TZVPD.

```
78
Properties=species:S:1:pos:R:3:forces:R:3
Tb 1.955965 0.597432 -1.405014 -0.710 -0.779 2.552
C -0.015694 -0.108952 0.295096 1.139 -0.189 2.113
C 0.209286 -1.325530 -0.482544 -0.295 -0.835 1.726
C 1.616816 -1.368152 1.357163 0.532 -1.664 -1.315
C 0.840440 -0.185237 1.443298 -2.242 1.422 -1.874
C 1.248287 -2.070852 0.184588 -0.103 0.729 0.463
C -1.164013 0.826035 0.215578 -0.626 0.585 -0.202
H -1.139372 1.452617 -0.692818 -0.218 -0.161 0.316
H -1.163587 1.519999 1.075778 -0.025 -0.365 -0.495
H -2.133422 0.283476 0.233488 0.456 0.342 -0.168
C 0.833876 0.735767 2.602858 -0.072 0.296 0.535
H -0.104924 1.305180 2.666729 0.393 -0.195 0.014
H 1.663775 1.458719 2.525095 -0.298 -0.246 0.133
H 0.955711 0.186399 3.555135 0.012 0.229 -0.460
C 2.586384 -1.781483 2.394210 0.421 -0.321 -0.004
H 2.110742 -1.930632 3.373941 0.016 0.076 -0.226
H 3.343226 -0.995653 2.513180 -0.176 -0.206 0.080
H 3.107347 -2.708244 2.120836 -0.169 0.271 0.113
C 1.665481 -3.459691 -0.141577 0.778 -0.409 -0.281
H 1.980243 -4.000781 0.766321 -0.100 0.229 -0.412
H 2.519846 -3.459919 -0.845198 -0.301 -0.228 0.288
H 0.862871 -4.042736 -0.600456 0.082 0.098 0.067
C -0.768152 -1.919529 -1.438684 0.249 -0.320 -0.504
H -0.519927 -2.973780 -1.650435 -0.130 0.482 0.106
H -0.786687 -1.393640 -2.409801 -0.155 -0.217 0.362
H -1.786450 -1.889280 -1.011231 0.331 0.145 -0.233
C -3.410156 2.295421 -2.084474 -0.767 -0.555 0.209
C -4.333089 1.340287 -1.891915 0.753 0.293 0.496
C -4.593746 0.159363 -2.783472 -0.302 -0.036 -0.627
C -4.415020 0.406079 -4.316889 -0.925 0.399 -0.022
C -3.187726 -0.112512 -4.990641 0.718 -0.143 -0.156
C -1.971997 -0.067726 -4.428768 -0.305 -0.297 -0.254
C -1.656436 0.839618 -3.288428 0.614 0.296 1.421
C -2.375059 2.224272 -3.167359 0.744 0.169 -0.306
H -5.655847 -0.080649 -2.638493 0.206 -0.012 -0.051
H -4.529753 1.485227 -4.525208 -0.160 -0.359 0.107
H -4.066486 -0.758587 -2.477868 0.092 0.300 -0.002
H -2.773017 2.560079 -4.142681 0.239 -0.166 0.332
H -3.352963 3.154809 -1.408191 -0.090 -0.387 -0.119
H -4.931789 1.345817 -0.978550 -0.022 0.328 -0.281
H -1.584456 2.956817 -2.898391 -0.360 -0.262 -0.257
H -1.725895 0.329622 -2.322078 -0.490 0.063 -0.107
H -1.136751 -0.699031 -4.793850 -0.602 0.691 -0.163
H -0.567982 1.087920 -3.352872 -1.257 -0.445 0.144
H -5.279853 -0.076676 -4.803896 0.363 0.218 0.074
H -3.325747 -0.484315 -6.014758 0.080 -0.484 0.610
P 0.719173 1.593509 -5.069719 -0.231 0.660 -1.706
C 0.764518 3.221031 -5.932521 -0.208 0.324 0.191
C 0.201620 0.598991 -6.577615 -0.045 -0.132 0.135
P 2.815744 -0.071703 -3.803039 1.253 -0.551 -3.470
C 2.484517 1.261474 -5.041661 0.505 -0.619 0.012
C 1.988142 -1.536368 -4.549042 0.032 -0.125 0.135
C 4.559043 -0.361439 -4.286181 0.071 -0.248 0.310
H 1.720830 3.702597 -5.678897 -0.458 0.114 -0.156
H -0.074603 3.834898 -5.573418 0.356 -0.003 -0.267
H 0.685292 3.080926 -7.021657 0.098 0.227 0.425
H 0.630972 1.031086 -7.500265 -0.044 -0.215 0.471
H -0.898395 0.629793 -6.644522 0.514 -0.006 -0.067
H 0.514258 -0.454188 -6.488008 -0.299 0.438 -0.094
H 4.651040 -0.176810 -5.369363 0.111 -0.218 0.489
H 4.811154 -1.402311 -4.039247 0.240 0.370 -0.107
H 5.204094 0.333194 -3.728217 -0.051 -0.307 -0.260
H 3.023162 2.175007 -4.760960 0.027 -0.252 -0.028
H 2.804958 0.903727 -6.029358 0.330 0.197 0.195
H 2.531315 -2.421460 -4.186488 -0.222 0.163 -0.139
H 2.043392 -1.495400 -5.645563 0.028 -0.145 0.365
H 0.940392 -1.621775 -4.222416 0.284 0.039 -0.210
F 4.690542 0.619750 2.326911 -0.517 0.284 -0.232
C 4.056137 1.676898 1.748082 0.111 0.820 -0.331
C 3.388968 1.557382 0.521569 0.069 1.118 -0.139
C 2.980797 2.789962 0.025391 0.621 -0.345 1.508
F 2.210942 2.805685 -1.188956 0.426 1.196 0.284
C 3.155193 4.037638 0.612689 -0.627 0.395 -0.537
F 2.665537 5.131992 -0.011883 0.446 -0.384 0.541
C 3.757003 4.097721 1.864447 0.025 0.021 0.187
F 3.932880 5.267468 2.508951 -0.198 -0.865 -0.523
C 4.175565 2.893437 2.446418 0.295 -0.372 0.232
F 4.714610 2.919718 3.687187 -0.265 0.039 -0.961
```
Positions in Å, forces in eV/Å.

HOMO-LUMO gap (alpha / beta): 7.10 / 5.96 eV
LUMO (alpha / beta): -2.78 / -5.07 eV
Spin multiplicity: 7
Charge: +1
⟨S²⟩: 12.045
Highest occupied orbital energy (alpha / beta): -9.875 / -11.024 eV



One molecule with the formula C4H7NO. Source: OMol25; level of theory: ωB97M-V/def2-TZVPD.

```
13
Properties=species:S:1:pos:R:3:forces:R:3
C -1.073591 -0.167424 1.062086 0.005 0.065 0.023
C -0.224509 -0.839131 0.015747 -0.170 -0.186 0.169
N -0.084248 -0.258241 -1.351188 0.333 0.001 -0.284
C 1.122374 -0.431885 -0.385045 0.064 0.026 0.004
C 1.494857 0.901083 0.024690 -0.025 0.081 -0.163
O 1.338166 1.930259 -0.638754 0.044 -0.437 0.112
H -1.013859 0.922814 1.002272 0.005 -0.128 -0.021
H -0.677805 -0.473811 2.037895 -0.130 0.075 -0.120
H -2.119442 -0.484036 1.006655 0.124 0.088 -0.028
H -0.445916 -1.903408 -0.093036 -0.010 0.097 0.073
H -0.234493 -0.884776 -2.134622 0.389 0.177 0.149
H -0.054111 0.739594 -1.572458 -0.637 0.159 0.291
H 1.972573 0.948968 1.025755 0.008 -0.016 -0.206
```
Positions in Å, forces in eV/Å.

Energy above the lowest of the compared OMol25 structures with the same formula, charge and spin: 83.6 kcal/mol
HOMO-LUMO gap: 8.85 eV
LUMO: 0.76 eV
Highest occupied orbital energy: -8.093 eV
SMILES string: C[C@H]1[NH2+]/C1=C\[O-]



Question: Which formula does entry 1 have?
Answer: C29H41F5P2Tb